Density functional theory data (ωB97M-V/def2-TZVPD) for a structure of composition C3H5ClS.

```
10
Properties=species:S:1:pos:R:3
C -0.179 -0.565 -0.846
H 0.007 -1.634 -0.569
S 0.793 2.113 -0.319
H 1.347 0.822 1.706
C 0.766 0.366 -0.226
H -0.411 0.797 1.523
H -1.160 -0.384 -0.454
Cl 2.858 -0.609 -0.006
C 0.489 1.041 1.048
H -0.147 -0.483 -1.928
```

Values from the calculation:
- 2S+1 = 1
- HOMO (eV) = -9.75
- DFT total energy (Eh) = -975.6120
- charge = 0
- molar mass (g mol⁻¹) = 108.6
- lowest unoccupied orbital energy (eV) = -0.739
- largest force on an atom (Eh/bohr) = 0.067

***

Density functional theory data (ωB97M-V/def2-TZVPD) for a cluster of 2 separate species, C3H5ClS in total.

```
10
Properties=species:S:1:pos:R:3
H 1.755 0.609 -0.794
Cl 0.027 -2.417 0.421
H -0.111 0.673 -0.906
S -1.478 1.272 -0.558
H 0.794 -0.305 1.267
C 0.828 -0.809 0.365
C 1.071 -0.191 -0.769
H 0.985 -0.794 -1.662
C -1.571 0.758 0.995
H -2.301 1.204 1.642
```

Values from the calculation:
- 2S+1 = 1
- HOMO (eV) = -8.19
- DFT total energy (Eh) = -975.5108
- charge = 0
- molar mass (g mol⁻¹) = 108.6
- lowest unoccupied orbital energy (eV) = -0.157
- largest force on an atom (Eh/bohr) = 0.051

***

Density functional theory data (ωB97M-V/def2-TZVPD) for an isolated molecule of C3H5ClS.

```
10
Properties=species:S:1:pos:R:3
H 1.079 0.347 1.830
C 1.324 0.556 0.804
C -0.401 -1.038 -0.203
Cl 0.779 1.953 0.141
C -1.253 0.034 -0.520
H -0.818 -1.792 0.566
S -0.721 1.197 -1.648
H -2.168 0.253 -0.089
H 0.301 -1.363 -1.051
H 1.877 -0.148 0.169
```

Values from the calculation:
- 2S+1 = 1
- HOMO (alpha / beta) (eV) = -8.28 / -8.28
- DFT total energy (Eh) = -975.5328
- charge = 0
- molar mass (g mol⁻¹) = 108.6
- lowest unoccupied orbital energy (alpha / beta) (eV) = -0.519 / -0.517
- largest force on an atom (Eh/bohr) = 0.071

***

Density functional theory data (ωB97M-V/def2-TZVPD) for a structure of composition C3H5ClS.

```
10
Properties=species:S:1:pos:R:3
H -1.141 2.184 -0.891
Cl -2.634 0.828 0.362
C -1.730 1.374 -0.971
H -1.307 0.548 -1.433
S -0.858 -0.813 1.551
C 0.222 -0.354 0.465
C 1.608 -0.842 0.204
H 2.136 -0.770 1.138
H 1.555 -1.904 0.088
H 2.148 -0.251 -0.511
```

Values from the calculation:
- 2S+1 = 1
- HOMO (alpha / beta) (eV) = -8.31 / -7.62
- DFT total energy (Eh) = -975.5038
- charge = 0
- molar mass (g mol⁻¹) = 108.6
- lowest unoccupied orbital energy (alpha / beta) (eV) = -0.443 / -0.068
- largest force on an atom (Eh/bohr) = 0.067

***

Density functional theory data (ωB97M-V/def2-TZVPD) for a structure of composition C3H5CoO4.

```
13
Properties=species:S:1:pos:R:3
C -1.049 -1.231 0.383
O -1.818 -2.040 0.969
Co -1.858 -3.785 1.050
C 0.903 0.508 -0.460
H -0.237 1.864 0.804
O -0.948 -0.033 0.977
H 0.791 0.328 -1.540
H 2.635 1.704 -0.944
C -0.404 1.001 0.152
O 1.794 1.931 -0.542
H 1.531 -0.001 0.288
H -1.132 1.238 -0.634
O -0.207 -1.484 -0.504
```

Values from the calculation:
- 2S+1 = 5
- HOMO (alpha / beta) (eV) = -8.16 / -9.99
- DFT total energy (Eh) = -1800.8670
- charge = 0
- molar mass (g mol⁻¹) = 164.0
- lowest unoccupied orbital energy (alpha / beta) (eV) = 0.239 / -2.319
- largest force on an atom (Eh/bohr) = 0.102

***

Density functional theory data (ωB97M-V/def2-TZVPD) for a structure of composition C3H5CuMgO3.

```
13
Properties=species:S:1:pos:R:3
H 1.285 1.867 0.009
Cu -2.801 -0.613 2.517
C 1.574 -1.357 -1.035
O 1.123 0.899 -1.838
Mg -0.731 -0.193 0.032
H -1.269 1.204 2.041
C 0.485 1.499 -0.665
O -1.556 0.283 1.743
O 0.447 -1.659 -0.401
C 1.914 -0.203 -1.656
H 2.941 -0.078 -2.013
H 2.372 -2.116 -1.000
H -0.057 2.368 -1.075
```

Values from the calculation:
- 2S+1 = 3
- HOMO (alpha / beta) (eV) = -4.96 / -7.94
- DFT total energy (Eh) = -2183.4676
- charge = 0
- molar mass (g mol⁻¹) = 176.9
- lowest unoccupied orbital energy (alpha / beta) (eV) = -0.117 / -3.006
- largest force on an atom (Eh/bohr) = 0.106

***

Density functional theory data (ωB97M-V/def2-TZVPD) for a structure of composition C3H5CuO3.

```
12
Properties=species:S:1:pos:R:3
O 0.313 -1.850 0.334
H 1.760 2.293 1.810
Cu 0.860 -0.626 1.743
C 0.279 1.903 0.659
H -1.137 -1.774 -1.604
O 1.292 1.543 1.407
H -0.435 0.830 -1.574
H 0.488 -1.485 -1.234
O -0.326 0.701 0.492
C -0.533 -1.258 -0.837
H -1.829 -0.489 -0.473
C -0.733 0.212 -0.721
```

Values from the calculation:
- 2S+1 = 3
- HOMO (alpha / beta) (eV) = -19.84 / -19.88
- DFT total energy (Eh) = -1982.4226
- charge = +2
- molar mass (g mol⁻¹) = 152.6
- lowest unoccupied orbital energy (alpha / beta) (eV) = -10.392 / -13.812
- largest force on an atom (Eh/bohr) = 0.100

***

Density functional theory data (ωB97M-V/def2-TZVPD) for a structure of composition C3H5CuO4.

```
13
Properties=species:S:1:pos:R:3
C -1.874 0.105 0.099
H -2.720 0.249 -0.589
H 1.111 -1.378 0.393
H -2.237 -0.189 1.089
O 2.355 -1.067 0.451
H -0.695 -1.699 0.145
C -0.776 -0.776 -0.441
Cu 2.697 0.921 -0.691
O 0.803 2.190 -0.322
H 2.686 -1.504 1.237
O -1.251 1.441 0.213
C -0.143 1.429 -0.478
O 0.044 0.279 -1.106
```

Values from the calculation:
- 2S+1 = 1
- HOMO (alpha / beta) (eV) = -6.09 / -6.09
- DFT total energy (Eh) = -2058.5440
- charge = 0
- molar mass (g mol⁻¹) = 168.6
- lowest unoccupied orbital energy (alpha / beta) (eV) = -1.312 / -1.313
- largest force on an atom (Eh/bohr) = 0.083

***

Density functional theory data (ωB97M-V/def2-TZVPD) for a cluster of 2 separate species, C3H5F in total.

```
9
Properties=species:S:1:pos:R:3
H 1.364 -1.877 -0.109
H -0.296 -1.745 0.623
H 1.006 1.988 0.492
C 0.462 0.055 -0.200
H -0.073 1.978 -0.906
C 0.475 -1.231 -0.026
C 0.543 1.339 -0.257
F -2.140 -0.213 0.496
H -1.341 -0.295 -0.113
```

Values from the calculation:
- 2S+1 = 1
- HOMO (eV) = -10.28
- DFT total energy (Eh) = -217.0796
- charge = 0
- molar mass (g mol⁻¹) = 60.1
- lowest unoccupied orbital energy (eV) = 0.742
- largest force on an atom (Eh/bohr) = 0.065

***

Density functional theory data (ωB97M-V/def2-TZVPD) for a cluster of 2 separate species, C3H5F2N in total.

```
11
Properties=species:S:1:pos:R:3
H 1.644 -1.392 1.394
H 1.374 2.124 0.025
H -2.196 -1.765 0.012
C 0.551 1.445 -0.044
N 1.563 -0.343 1.256
H 0.211 1.408 -1.133
F -1.772 -0.444 -1.315
F -0.378 2.219 0.625
C 0.729 0.176 0.527
C -1.293 -1.414 -0.420
H -0.432 -2.014 -0.929
```

Values from the calculation:
- 2S+1 = 1
- HOMO (alpha / beta) (eV) = -8.77 / -7.78
- DFT total energy (Eh) = -371.6011
- charge = 0
- molar mass (g mol⁻¹) = 93.1
- lowest unoccupied orbital energy (alpha / beta) (eV) = 0.259 / 0.263
- largest force on an atom (Eh/bohr) = 0.084

***

> Among the records above, which one has the highest DFT total energy?

C3H5F

***

> The highest DFT total energy belongs to which entry?

C3H5F